[1]
Molecular formula: C5H11NO
Method: DFT, ωB97M-V/def2-TZVPD

Geometry as ORCA input:
```
! RIJCOSX wB97M-V def2-TZVPD def2/J DEFGRID3
* xyz 0 1
C 1.35 -0.15 -1.54
C 1.32 -0.84 -0.19
C 1.12 -0.04 1.06
N 0.13 -1.00 0.63
C -1.25 -0.68 0.26
C -1.69 0.78 0.14
O -1.67 1.48 1.37
H 0.81 -0.73 -2.30
H 2.39 -0.05 -1.87
H 0.90 0.86 -1.50
H 1.98 -1.71 -0.12
H 0.96 1.03 0.88
H 1.63 -0.28 1.99
H -1.48 -1.20 -0.67
H -1.88 -1.13 1.04
H -1.13 1.31 -0.65
H -2.75 0.77 -0.17
H -0.76 1.56 1.65
*
```

Calculated values
* orbital gap: 9.8 eV
* structure (SMILES): C[C@H]1CN1CCO
* HOMO energy: -0.324 Eh

[2]
Molecular formula: C5H11NO
Method: DFT, ωB97M-V/def2-TZVPD

Geometry as ORCA input:
```
! RIJCOSX wB97M-V def2-TZVPD def2/J DEFGRID3
* xyz 0 1
C 0.86 -0.01 1.45
C -0.53 0.72 1.14
C -0.64 0.79 -0.34
C 0.53 -0.43 -1.55
C -0.87 -0.51 -1.20
H 1.12 -0.06 2.50
H 1.61 0.70 1.01
H 0.72 -1.14 1.27
H -1.21 0.19 1.97
H -0.31 1.77 1.50
H -1.06 1.74 -0.33
H 1.79 0.90 -0.22
H 0.70 -0.52 -2.70
H 1.23 -1.01 -0.98
H -1.67 -0.43 -2.00
H -2.05 -2.22 -0.47
N 0.86 1.02 -1.01
O -1.07 -1.47 -0.03
*
```

Calculated values
* orbital gap: 8.9 eV
* HOMO energy: -0.321 Eh

[3]
Molecular formula: C5H11NO
Method: DFT, ωB97M-V/def2-TZVPD

Geometry as ORCA input:
```
! RIJCOSX wB97M-V def2-TZVPD def2/J DEFGRID3
* xyz 0 1
C 2.08 -0.97 0.28
N 1.64 -0.17 -0.82
C 0.47 0.58 -0.84
C -0.59 -0.01 0.09
C -1.00 1.07 1.11
C -1.88 -0.41 -0.71
O 0.34 1.70 -1.32
H 1.53 -1.91 0.47
H 2.15 -0.46 1.26
H 3.25 -1.13 0.20
H 2.31 0.19 -1.45
H -0.16 -0.97 0.54
H -1.81 1.59 0.52
H -1.51 0.66 2.03
H -0.28 1.86 1.36
H -2.49 -1.07 -0.11
H -1.50 -1.02 -1.54
H -2.54 0.47 -1.07
*
```

Calculated values
* orbital gap: 10.4 eV
* structure (SMILES): CNC(=O)C(C)C
* HOMO energy: -0.352 Eh

[4]
Molecular formula: C5H11NO
Method: DFT, ωB97M-V/def2-TZVPD

Geometry as ORCA input:
```
! RIJCOSX wB97M-V def2-TZVPD def2/J DEFGRID3
* xyz 0 1
C -1.36 -1.01 -0.37
C -0.50 0.15 -0.90
C 0.75 0.49 -0.10
C 0.47 0.95 1.38
C 1.13 -0.13 2.12
O 0.62 -1.25 2.03
N 0.12 -0.26 -2.22
H -1.61 -1.53 -1.28
H -0.90 -1.86 0.15
H -2.34 -0.73 0.16
H -1.25 1.01 -1.00
H 1.30 1.23 -0.62
H 1.63 -0.16 -0.09
H -0.63 0.80 1.59
H 0.69 2.01 1.58
H 1.70 0.08 3.06
H -0.53 -0.33 -2.97
H 0.72 0.53 -2.50
*
```

Calculated values
* orbital gap: 10.3 eV
* structure (SMILES): C[C@H](N)CCC=O
* HOMO energy: -0.354 Eh

[5]
Molecular formula: C5H11NO
Method: DFT, ωB97M-V/def2-TZVPD

Geometry as ORCA input:
```
! RIJCOSX wB97M-V def2-TZVPD def2/J DEFGRID3
* xyz 0 1
C 0.17 1.35 -2.33
C 0.78 1.47 -1.12
N 0.73 0.32 -0.23
C -0.05 0.57 1.12
C -2.32 -0.07 2.17
C -1.18 -0.40 1.37
H -0.65 0.61 -2.61
H 0.58 2.14 -2.97
H 1.37 2.37 -0.98
H 1.78 0.28 0.03
H 0.50 0.67 2.11
H -0.61 1.49 0.79
H -3.26 -0.75 2.13
H -2.55 0.97 2.55
H -1.28 -1.20 0.57
H 2.79 -3.14 -1.00
H 1.28 -3.26 -0.43
O 1.90 -3.40 -1.15
*
```

Calculated values
* orbital gap: 10.1 eV
* structure (SMILES): C=CCNC=C.O
* HOMO energy: -0.340 Eh

[6]
Molecular formula: C5H11NO
Method: DFT, ωB97M-V/def2-TZVPD

Geometry as ORCA input:
```
! RIJCOSX wB97M-V def2-TZVPD def2/J DEFGRID3
* xyz 0 1
C 1.27 1.06 0.26
C 1.74 0.17 1.45
C -0.30 1.07 0.22
N -0.85 0.06 -0.58
C -2.34 -0.12 -0.93
C -0.05 -1.29 -1.01
O -0.84 1.84 0.98
H 1.55 0.70 -0.71
H 1.77 2.06 0.43
H 1.60 -0.93 1.33
H 2.86 0.42 1.48
H 1.33 0.36 2.50
H -2.47 -0.85 -0.09
H -2.87 0.69 -0.37
H -2.73 -0.48 -1.92
H -0.84 -2.07 -1.07
H 0.58 -1.10 -1.86
H 0.59 -1.60 -0.13
*
```

Calculated values
* orbital gap: 9.9 eV
* structure (SMILES): CCC(=O)N(C)C
* HOMO energy: -0.335 Eh

[7]
Molecular formula: C5H11NO
Method: DFT, ωB97M-V/def2-TZVPD

Geometry as ORCA input:
```
! RIJCOSX wB97M-V def2-TZVPD def2/J DEFGRID3
* xyz 0 1
N -2.12 1.02 -1.49
C -1.22 0.68 -0.49
C -1.53 -0.39 0.29
C 2.49 1.30 0.49
C 0.93 1.31 0.38
C 0.14 1.20 -0.71
H -3.08 0.94 -1.19
H -1.97 1.82 -2.09
H -2.14 -1.21 -0.07
H -1.14 -0.38 1.29
H 2.75 0.99 1.50
H 3.07 0.64 -0.17
H 2.61 2.36 0.25
H 0.52 0.97 1.33
H 0.32 1.48 -1.75
H 0.68 -3.72 0.52
H -0.11 -4.88 1.25
O -0.18 -4.12 0.66
*
```

Calculated values
* orbital gap: 8.2 eV
* structure (SMILES): C=C(N)/C=C/C.O
* HOMO energy: -0.270 Eh

[8]
Molecular formula: C5H11NO
Method: DFT, ωB97M-V/def2-TZVPD

Geometry as ORCA input:
```
! RIJCOSX wB97M-V def2-TZVPD def2/J DEFGRID3
* xyz 0 1
C 0.85 0.33 -1.72
C 2.06 0.39 -0.79
C 0.58 1.04 1.58
N -0.57 0.55 1.12
C -0.86 -0.86 1.15
O 0.00 -1.67 1.38
C -2.28 -1.20 0.80
H 1.18 0.11 -2.74
H 0.15 -0.46 -1.42
H 0.30 1.27 -1.75
H 2.70 -0.49 -0.89
H 2.66 1.29 -0.95
H 1.76 0.40 0.27
H 0.62 2.09 1.22
H -1.26 1.10 0.61
H -2.38 -1.30 -0.28
H -2.97 -0.43 1.15
H -2.54 -2.16 1.25
*
```

Calculated values
* orbital gap: 9.1 eV
* HOMO energy: -0.319 Eh

What is the formula in the sixth record?
C5H11NO

orbital gap of number 8 (C5H11NO)?
9.1 eV